# C26H46Br8Cl18O3

A 13-piece molecular cluster, C26H46Br8Cl18O3 overall (wB97M-V/def2-TZVPD, OMol25).

Geometry as XYZ:
```
101
Properties=species:S:1:pos:R:3:lowdin_charge:R:1
C 7.0622 -5.0257 -1.9560 -1.51
Cl 6.5378 -4.5691 -3.5955 0.51
Cl 7.8851 -3.6771 -1.0736 0.48
Cl 8.0608 -6.4896 -1.9042 0.51
H 6.1596 -5.2770 -1.3988 0.01
C 5.4943 -2.7026 5.7588 -1.57
Cl 6.0421 -3.7107 7.1119 0.52
Cl 5.2180 -3.7018 4.3492 0.52
Cl 6.5867 -1.3884 5.3201 0.52
H 4.5426 -2.2293 6.0004 0.01
C 6.4571 3.3074 -1.1194 -1.55
Cl 4.7054 3.7628 -0.9553 0.48
Cl 7.2358 3.1096 0.4204 0.54
Cl 7.3757 4.4077 -2.1516 0.52
H 6.5272 2.3425 -1.6216 0.01
C -0.8434 8.1115 0.9764 -1.52
Cl 0.7590 8.6909 0.3851 0.50
Cl -1.2054 6.4033 0.3671 0.44
Cl -2.1448 9.1349 0.5700 0.57
H -0.8889 8.1213 2.0654 0.01
C -5.5771 -4.8092 3.4152 -1.53
Cl -4.1352 -4.8481 2.4144 0.51
Cl -6.9655 -4.9367 2.3311 0.52
Cl -5.5875 -3.2636 4.3481 0.48
H -5.4846 -5.6865 4.0555 0.02
C -5.8556 3.3957 2.7719 -1.59
Cl -4.2917 3.0278 3.5715 0.50
Cl -5.9270 2.9992 1.0945 0.56
Cl -6.3933 5.0582 2.9641 0.52
H -6.5594 2.8288 3.3813 0.01
C -5.7146 -2.7181 -3.9697 -0.14
C -5.5347 -1.2864 -4.4776 -0.17
C -5.8615 -1.3219 -5.9943 -0.20
O -6.5945 -2.5348 -6.2141 -0.16
C -6.0470 -3.5111 -5.3059 -0.17
H -6.5911 -2.7460 -3.3224 0.10
H -4.7954 -3.0029 -3.4577 0.10
H -4.5784 -0.7958 -4.2964 0.10
H -6.3137 -0.6272 -4.0946 0.10
H -4.9657 -1.3601 -6.6142 0.11
H -6.4765 -0.4828 -6.3194 0.12
H -5.0882 -3.8415 -5.7053 0.11
H -6.7050 -4.3754 -5.2153 0.11
C -0.7201 -0.7045 9.8737 -0.17
C -1.1166 -2.1167 9.4681 -0.20
C -0.0658 -2.5715 8.4457 -0.16
O 1.0985 -1.8825 8.9827 -0.14
C 0.7728 -0.9134 9.9503 -0.23
H -1.2074 -0.4405 10.8123 0.11
H -0.9652 0.0198 9.0968 0.11
H -2.0991 -2.2168 9.0070 0.10
H -1.2235 -2.8247 10.2899 0.11
H -0.3405 -2.3381 7.4170 0.11
H 0.0179 -3.6531 8.5521 0.11
H 1.1938 0.0434 9.6415 0.12
H 0.9923 -1.2506 10.9634 0.12
C -0.4616 -0.2243 -0.9804 -0.16
C 0.3070 -0.5696 0.3179 -0.14
C 1.5588 -1.3338 -0.2280 -0.18
O 1.4077 -1.3093 -1.6446 -0.14
C 0.6156 -0.2620 -2.0291 -0.26
H -1.0742 0.6746 -0.9115 0.11
H -1.1504 -1.0602 -1.1028 0.11
H -0.2432 -1.0335 1.1366 0.11
H 0.6961 0.3923 0.6518 0.10
H 1.6896 -2.3507 0.1421 0.11
H 2.4478 -0.7842 0.0812 0.11
H 0.3013 -0.4250 -3.0600 0.12
H 1.2076 0.6438 -2.1607 0.12
Br 1.4179 7.7363 6.2714 0.59
C 1.0631 5.8077 6.1833 -0.71
C 2.0285 5.1403 5.1841 -0.68
Br 1.8776 3.2166 5.5134 0.61
H 0.0143 5.5815 5.9912 0.06
H 1.2814 5.3779 7.1610 0.03
H 3.1009 5.2561 5.3410 0.04
H 1.8386 5.4133 4.1461 0.06
Br -1.2569 -7.9552 -5.5103 0.59
C 0.0057 -8.2119 -3.9905 -0.70
C -0.0287 -7.0312 -3.1150 -0.69
Br 0.7905 -7.4692 -1.3581 0.58
H 1.0155 -8.5183 -4.2631 0.07
H -0.3974 -9.0581 -3.4341 0.04
H -1.0218 -6.7269 -2.7847 0.05
H 0.5481 -6.2614 -3.6278 0.07
Br 4.4469 1.0355 -6.5769 0.62
C 3.6030 -0.5493 -7.3235 -0.72
C 2.4947 -0.2469 -8.2919 -0.69
Br 1.2565 -1.7517 -8.6217 0.59
H 3.2880 -1.1798 -6.4920 0.05
H 4.3517 -1.1669 -7.8195 0.06
H 2.9820 0.0592 -9.2176 0.06
H 1.8229 0.5406 -7.9503 0.04
Br -0.0149 6.0805 -5.4182 0.57
C 0.3347 8.0361 -5.7422 -0.68
C -0.2446 8.4029 -7.0638 -0.72
Br -0.0116 10.3268 -7.3808 0.61
H 1.3978 8.2715 -5.6923 0.06
H -0.0389 8.5990 -4.8868 0.05
H -1.3151 8.1993 -7.0378 0.05
H 0.2073 7.7554 -7.8152 0.06
```

E_LUMO (Ha): -0.0032
Orbital gap (eV): 9.579
Maximum force (hartree/bohr): 0.050